No. 1
C5H14O2 | ωB97M-V/def2-TZVPD

Structure (ORCA input):
```
! RIJCOSX wB97M-V def2-TZVPD def2/J DEFGRID3
* xyz -1 2
C 1.230 0.371 1.835
C -0.260 0.278 2.018
C -1.067 0.751 0.799
C -0.779 1.720 -0.129
C -2.302 -0.026 0.459
H 1.447 -0.287 0.850
H 1.452 1.414 1.646
H 1.669 -0.097 2.731
H -0.522 -0.683 2.350
H -0.523 0.868 2.913
H -1.442 2.005 -1.005
H -0.059 2.517 -0.031
H -2.457 -0.927 1.101
H -3.208 0.659 0.624
H -2.493 -0.389 -0.552
H 1.701 -1.479 -2.023
H 2.216 -2.998 -2.189
O 2.463 -2.109 -1.982
H -0.235 0.147 -1.356
H 0.605 0.152 -2.663
O 0.151 -0.325 -2.054
*
```

Summary:
Orbital gap (spin up / spin down) ... 0.1040 / 0.2802 Eh
Energy relative to the best compared isomer or geometry (same formula, charge and spin) ... 139.48 kJ/mol
⟨S²⟩ ... 0.753
Energy ... -349.2809 hartree
Molecular weight ... 106.16 Da

Here are the Mulliken charges for atoms 1 to 5, given in e:
1 C -0.81
2 C -0.70
3 C 0.67
4 C -1.39
5 C -1.64


No. 2
C29H62AlBBr4F5ILiN3NbO11 | ωB97M-V/def2-TZVPD

Structure (ORCA input):
```
! RIJCOSX wB97M-V def2-TZVPD def2/J DEFGRID3
* xyz 1 1
C -2.892 2.608 0.589
C -4.471 2.090 0.603
C -4.813 1.044 1.820
O -5.297 1.530 2.969
O -4.655 -0.421 1.685
C -3.188 -0.727 1.595
C -2.854 -2.309 1.860
Nb -1.560 -3.277 0.207
I -0.077 -4.486 2.366
C -0.118 -1.464 0.139
C 1.413 -1.822 0.601
C 1.834 -1.353 2.106
C 0.611 -0.948 3.108
C 1.082 -1.418 4.641
C -0.312 -1.296 5.557
O -0.690 0.120 5.679
C -2.108 0.279 6.076
C -0.263 -4.261 -1.376
C -0.568 -3.831 -2.924
C 0.174 -4.992 -3.874
F 0.151 -2.569 -3.213
C -2.997 -2.343 -1.296
Br -2.536 -0.767 -2.493
C -4.420 -2.843 -1.469
C -5.091 -4.062 -0.606
Br -5.649 -1.944 -2.828
H -2.404 2.412 1.640
H -2.303 1.930 -0.189
H -2.891 3.749 0.271
H -4.802 1.604 -0.426
H -5.133 3.063 0.759
H -2.708 -0.130 2.510
H -2.757 -0.284 0.600
H -2.370 -2.444 2.942
H -3.909 -2.862 1.937
H -2.558 -4.829 0.233
H -0.581 -0.508 0.633
H -0.041 -1.209 -1.026
H 1.721 -2.961 0.418
H 2.122 -1.213 -0.144
H 2.558 -0.408 2.030
H 2.505 -2.212 2.576
H 0.519 0.231 3.135
H -0.409 -1.487 2.914
H 1.305 -2.577 4.584
H 1.966 -0.778 5.065
H -1.182 -1.817 4.929
H -0.248 -1.885 6.566
H -2.437 1.423 6.153
H -2.286 -0.165 7.158
H -2.875 -0.225 5.351
H -0.467 -5.436 -1.309
H 0.907 -4.149 -1.217
H -1.693 -3.850 -3.243
H 1.291 -5.178 -3.526
H 0.115 -4.612 -4.984
H -0.470 -5.985 -3.800
H -4.467 -5.061 -0.792
H -6.169 -4.298 -1.063
H -5.259 -3.841 0.531
Al -3.510 5.531 0.523
Br -1.454 1.877 -4.811
C -1.591 1.047 -6.572
C -3.034 0.857 -6.976
Br -3.832 -0.663 -6.049
H -1.025 0.113 -6.528
H -1.088 1.740 -7.252
H -3.107 0.612 -8.039
H -3.662 1.726 -6.763
C 6.496 -3.135 0.924
C 5.488 -2.132 1.445
O 4.744 -2.702 2.512
H 5.992 -4.042 0.576
H 7.075 -2.713 0.098
H 7.186 -3.439 1.718
H 4.787 -1.847 0.655
H 5.985 -1.227 1.808
H 5.374 -2.944 3.213
C -7.507 0.364 -7.967
O -6.736 1.228 -8.352
N -8.844 0.493 -8.051
N -7.090 -0.794 -7.426
H -9.495 -0.208 -7.739
H -9.200 1.350 -8.452
H -6.091 -0.932 -7.345
H -7.710 -1.518 -7.103
F 1.812 1.149 5.588
B 8.661 0.672 -2.889
O 7.561 -0.243 -3.210
C 7.159 -0.798 -2.059
O 6.254 -1.612 -1.970
C 7.950 -0.289 -0.971
O 7.836 -0.593 0.205
O 8.850 0.587 -1.437
F 8.309 2.031 -3.270
F 9.874 0.258 -3.577
C 2.777 6.072 3.808
C 2.316 4.622 3.881
C 2.297 3.922 2.513
O 1.160 4.365 1.760
C 1.457 5.377 0.798
N 0.916 4.607 4.408
H 2.047 6.717 3.310
H 2.930 6.475 4.816
H 3.729 6.151 3.271
H 2.939 4.070 4.593
H 2.153 2.848 2.677
H 3.240 4.041 1.969
H 2.489 5.330 0.439
H 1.259 6.358 1.237
H 0.783 5.246 -0.053
H 0.762 5.246 5.195
H 0.626 3.662 4.686
H 0.283 4.876 3.631
F 0.252 1.570 -3.350
Li 1.311 2.382 0.652
O 5.758 3.754 0.573
H 5.326 3.277 1.297
H 5.479 4.674 0.698
*
```

Summary:
Orbital gap ... 0.0791 Eh
Energy ... -13557.9117 hartree
Molecular weight ... 1307.98 Da

Here are the Mulliken charges for atoms 1 to 5, given in e:
1 C -0.10
2 C -0.30
3 C 0.31
4 O -0.54
5 O -0.36


No. 3
C5H8 | ωB97M-V/def2-TZVPD

Structure (ORCA input):
```
! RIJCOSX wB97M-V def2-TZVPD def2/J DEFGRID3
* xyz -1 2
C 0.680 -1.525 0.008
C 0.328 -0.146 0.341
C -0.424 0.043 1.471
C -0.633 1.786 -0.876
C 0.311 0.906 -0.684
H 1.127 -1.642 -0.983
H 1.523 -1.927 0.618
H -0.318 -2.137 0.087
H -0.398 -0.815 2.064
H -1.164 0.877 1.445
H -1.540 1.373 -0.370
H -0.737 2.324 -1.820
H 1.246 0.884 -1.302
*
```

Summary:
Orbital gap (spin up / spin down) ... 0.1480 / 0.2646 Eh
Energy relative to the best compared isomer or geometry (same formula, charge and spin) ... 120.93 kJ/mol
⟨S²⟩ ... 0.760
Energy ... -195.1873 hartree
Molecular weight ... 68.12 Da

Here are the Mulliken charges for atoms 1 to 5, given in e:
1 C -1.11
2 C 0.25
3 C -1.24
4 C -0.82
5 C -0.07


No. 4
C5H11N3 | ωB97M-V/def2-TZVPD

Structure (ORCA input):
```
! RIJCOSX wB97M-V def2-TZVPD def2/J DEFGRID3
* xyz 2 1
C 0.664 -1.462 -0.917
C 0.080 -0.238 -1.213
C -0.969 0.385 -0.408
C -1.865 -0.411 0.426
N -2.923 0.514 0.925
C -3.118 0.356 -0.431
N -1.982 1.176 -1.000
N 4.315 0.589 1.477
H 1.040 -2.111 -1.709
H 0.301 -2.099 -0.110
H 0.267 0.150 -2.209
H 1.387 0.013 -0.384
H -1.711 -1.365 0.928
H -3.540 0.412 1.727
H -3.766 -0.151 -1.143
H -2.026 2.088 -0.538
H 4.821 0.625 0.604
H 4.950 0.067 2.067
H 4.075 1.465 1.907
*
```

Summary:
Orbital gap ... 0.1475 Eh
Energy relative to the best compared isomer or geometry (same formula, charge and spin) ... 1006.69 kJ/mol
Energy ... -360.4193 hartree
Molecular weight ... 113.16 Da

Here are the Mulliken charges for atoms 1 to 5, given in e:
1 C -0.59
2 C -0.27
3 C 0.48
4 C -0.19
5 N -0.27


No. 5
C23H38AlCaN3O16S | ωB97M-V/def2-TZVPD

Structure (ORCA input):
```
! RIJCOSX wB97M-V def2-TZVPD def2/J DEFGRID3
* xyz 2 1
O 0.513 -2.477 2.392
S 1.500 -2.483 1.200
O 1.195 -3.541 0.106
C 3.308 -2.773 1.708
C 4.205 -1.877 0.620
C 4.260 -0.242 0.966
C 5.092 0.692 -0.097
N 5.758 0.069 -1.306
C 5.748 -1.401 -1.680
C 4.946 -2.497 -0.705
H 1.431 -1.189 0.602
H 3.612 -3.902 1.632
H 3.534 -2.434 2.813
H 3.682 0.170 1.924
H 5.115 1.852 0.118
H 6.256 0.733 -1.967
H 6.285 -1.832 -2.652
H 4.887 -3.643 -0.967
C -0.149 0.216 -2.243
C 0.197 1.152 -1.073
C -0.054 2.609 -1.495
O 1.487 1.021 -0.816
H 0.452 0.423 -3.138
H 0.002 -0.837 -1.973
H -1.202 0.332 -2.524
H -0.541 0.936 -0.287
H 0.550 2.905 -2.363
H 0.166 3.308 -0.678
H -1.107 2.750 -1.769
Ca 1.049 -2.344 -2.546
C -3.695 1.106 0.414
C -4.593 0.912 1.604
O -5.573 1.625 1.807
N -4.293 -0.094 2.474
C -3.197 -1.031 2.411
H -4.061 1.944 -0.187
H -2.680 1.336 0.746
H -3.699 0.207 -0.208
H -4.943 -0.164 3.250
H -3.615 -2.040 2.375
H -2.603 -0.920 3.321
H -2.561 -0.870 1.540
O 2.577 -6.297 -3.054
H 2.719 -6.288 -2.095
H 2.070 -7.108 -3.208
C -8.018 4.323 0.583
O -8.748 3.583 -0.119
O -7.283 3.603 1.420
O -7.884 5.567 0.614
H -7.674 2.772 1.082
O -10.482 4.072 2.185
H -11.307 3.568 2.117
H -10.038 3.908 1.340
C 2.853 -1.542 -7.220
C 3.646 -2.733 -6.752
O 3.852 -2.932 -5.556
C 4.176 -3.671 -7.804
H 2.535 -0.954 -6.353
H 3.474 -0.911 -7.862
H 1.964 -1.876 -7.761
H 4.856 -3.135 -8.471
H 3.346 -4.100 -8.371
H 4.727 -4.484 -7.320
C -1.119 -0.783 8.512
C 0.223 -0.701 8.484
C 0.826 -1.090 7.138
O 2.029 -1.020 6.867
C -0.087 -1.595 6.078
C -1.428 -1.688 6.110
C -2.039 -1.198 7.420
O -3.252 -1.125 7.639
O -2.207 -2.119 5.205
O 1.006 -0.346 9.418
H -1.640 -0.515 9.424
H 0.436 -1.912 5.184
Al 1.477 -2.969 4.175
C 0.789 6.813 -2.986
N 1.511 5.608 -3.475
O 0.924 4.889 -4.292
O 2.647 5.417 -3.024
H -0.193 6.855 -3.463
H 0.687 6.720 -1.902
H 1.386 7.687 -3.255
*
```

Summary:
Orbital gap ... 0.0435 Eh
Energy ... -3584.0701 hartree
Molecular weight ... 711.69 Da

Here are the Mulliken charges for atoms 1 to 5, given in e:
1 O -0.24
2 S 0.91
3 O -0.63
4 C -0.74
5 C 0.32


No. 6
C4H14N3 | ωB97M-V/def2-TZVPD

Structure (ORCA input):
```
! RIJCOSX wB97M-V def2-TZVPD def2/J DEFGRID3
* xyz 1 1
C -0.592 2.018 2.794
C -1.603 1.656 1.727
H -0.130 2.973 2.523
H -1.116 2.100 3.724
H 0.228 1.301 2.886
H -1.068 1.592 0.763
H -2.122 0.761 2.029
H -2.407 2.382 1.586
C 1.063 -1.749 0.722
C 0.300 -0.543 -1.411
N 0.042 -1.217 -0.186
N 1.446 -0.937 -2.214
N -0.517 0.420 -1.985
H -0.843 -1.067 0.186
H 1.728 -1.866 -2.049
H 1.986 -0.153 -2.500
H -1.267 0.861 -1.373
H -0.476 0.551 -3.007
H 2.027 -1.322 0.374
H 0.839 -2.860 0.811
H 0.815 -1.403 1.744
*
```

Summary:
Orbital gap ... 0.4118 Eh
Energy relative to the best compared isomer or geometry (same formula, charge and spin) ... 129.30 kJ/mol
Energy ... -324.8156 hartree
Molecular weight ... 104.18 Da

Here are the Mulliken charges for atoms 1 to 5, given in e:
1 C -0.93
2 C -0.48
3 H 0.29
4 H 0.32
5 H 0.24


No. 7
C3H8N2S | ωB97M-V/def2-TZVPD

Structure (ORCA input):
```
! RIJCOSX wB97M-V def2-TZVPD def2/J DEFGRID3
* xyz 0 1
C -1.379 -0.133 -2.597
S -0.488 0.937 -1.484
C -0.245 -0.264 -0.159
C 0.463 0.316 1.029
N 1.490 -0.265 1.526
N 1.931 0.360 2.688
H -2.180 -0.654 -2.086
H -0.703 -0.842 -3.088
H -1.760 0.456 -3.429
H -1.232 -0.648 0.135
H 0.449 -1.067 -0.426
H 0.084 1.283 1.318
H 1.204 0.846 3.196
H 2.366 -0.326 3.378
*
```

Summary:
Orbital gap ... 0.3571 Eh
Energy relative to the best compared isomer or geometry (same formula, charge and spin) ... 203.00 kJ/mol
Energy ... -626.7460 hartree
Molecular weight ... 104.18 Da
Structure (SMILES) ... CSC/C=N/N

Here are the Mulliken charges for atoms 1 to 5, given in e:
1 C -0.79
2 S -0.08
3 C -0.42
4 C -0.26
5 N -0.21


No. 8
C6H12Se | ωB97M-V/def2-TZVPD

Structure (ORCA input):
```
! RIJCOSX wB97M-V def2-TZVPD def2/J DEFGRID3
* xyz 0 1
C 3.125 0.916 -0.360
Se 2.042 -0.423 0.371
C 0.349 0.037 -0.444
C -0.741 -1.470 -0.655
C -1.936 -0.978 0.227
C -1.509 0.053 1.232
C -0.696 0.939 0.312
H 3.290 0.864 -1.544
H 2.676 1.871 -0.135
H 4.103 0.803 0.021
H 0.370 0.420 -1.406
H -0.268 -2.259 -0.066
H -1.071 -1.710 -1.615
H -2.479 -1.926 0.426
H -2.677 -0.430 -0.376
H -2.341 0.536 1.714
H -0.745 -0.256 1.891
H -1.311 1.380 -0.507
H -0.180 1.631 0.914
*
```

Summary:
Orbital gap ... 0.3310 Eh
Energy relative to the best compared isomer or geometry (same formula, charge and spin) ... 102.97 kJ/mol
Energy ... -2637.1612 hartree
Molecular weight ... 163.12 Da
Structure (SMILES) ... C[Se]C1CCCC1

Here are the Mulliken charges for atoms 1 to 5, given in e:
1 C -0.89
2 Se 0.15
3 C -0.70
4 C -0.70
5 C -0.61


no.,strongest force on any atom (eV/A)
1,5.13
2,8.53
3,5.95
4,5.54
5,5.73
6,5.70
7,2.48
8,5.80